(1)
Molecular formula: C23H31N2O9
Method: DFT, ωB97M-V/def2-TZVPD

Properties
Frontier orbital gap (eV): 7.4
Net charge: +1
E_HOMO (Eh): -0.41661

Geometry (Å):
C: -1.071 -3.363 2.155
C: -0.144 -2.059 2.580
C: -0.635 -1.129 3.870
C: 0.266 0.151 4.373
C: 1.690 0.546 3.603
C: 2.546 1.808 4.204
N: 3.829 1.291 4.829
C: 4.490 1.860 6.080
C: 5.840 0.974 6.396
N: 5.941 -0.133 5.350
C: 4.739 0.136 4.472
C: 2.142 -0.363 2.290
C: 1.236 -1.638 1.799
H: -0.767 -3.687 1.072
H: -0.831 -4.250 2.912
H: -2.205 -3.110 2.295
H: -1.628 -1.371 4.439
H: -0.079 0.820 5.294
H: 1.905 2.256 5.107
H: 2.699 2.704 3.458
H: 4.096 2.768 6.705
H: 6.578 1.168 7.289
H: 6.675 -0.872 5.288
H: 4.610 -0.598 3.570
H: 3.158 -0.027 1.765
H: 1.613 -2.275 0.885
C: -0.256 -4.200 -3.597
C: 0.328 -3.736 -2.278
C: 1.791 -3.415 -2.354
O: 2.235 -3.675 -1.036
C: 1.385 -4.613 -0.517
O: 1.581 -5.221 0.521
O: 0.290 -4.779 -1.318
H: 0.155 -5.172 -3.892
H: -1.339 -4.337 -3.502
H: -0.068 -3.476 -4.395
H: -0.247 -2.889 -1.885
H: 1.970 -2.369 -2.621
H: 2.346 -4.059 -3.044
C: -0.043 2.967 0.811
C: -0.582 2.671 -0.574
C: -1.853 1.876 -0.562
O: -1.795 1.176 -1.791
C: -0.469 1.044 -2.100
O: -0.035 0.322 -2.981
O: 0.305 1.825 -1.287
H: 0.290 2.050 1.310
H: 0.834 3.619 0.742
H: -0.793 3.461 1.435
H: -0.698 3.601 -1.143
H: -2.740 2.515 -0.525
H: -1.906 1.146 0.254
C: -3.009 1.930 -4.325
C: -4.391 1.955 -4.946
C: -4.481 2.825 -6.164
O: -5.836 3.233 -6.155
C: -6.244 3.198 -4.850
O: -7.287 3.676 -4.441
O: -5.325 2.558 -4.066
H: -2.746 2.906 -3.903
H: -2.982 1.215 -3.495
H: -2.247 1.640 -5.055
H: -4.731 0.935 -5.158
H: -4.251 2.275 -7.082
H: -3.846 3.716 -6.114

Cartesian forces (eV/Å) of the 2 atoms listed first:
1.104 0.498 0.835
1.541 2.984 1.413

Here are the Löwdin charges for atoms 1 to 4, given in e: -0.09 -0.14 -0.01 -0.02

---

(2)
Molecular formula: C23H31N3O5
Method: DFT, ωB97M-V/def2-TZVPD

Properties
Frontier orbital gap (eV): 7.7
Energy relative to the best compared isomer or geometry (same formula, charge and spin) (eV): 21.809
Net charge: 0
E_HOMO (Eh): -0.28606

Geometry (Å):
C: 1.537 0.968 3.838
C: 1.028 1.801 2.554
O: 1.989 1.710 1.564
C: 1.767 2.439 0.408
O: 0.813 1.815 -0.264
C: -0.311 2.640 -0.594
C: 0.033 3.381 -1.843
H: 0.773 3.919 -1.895
H: 0.504 2.369 -2.649
H: -0.910 3.628 -2.474
H: -1.262 1.695 -0.666
H: -0.589 3.170 0.124
C: 3.137 2.476 -0.602
C: 3.582 0.948 -0.452
N: 2.742 -0.105 -0.570
C: 2.048 -0.363 -1.507
O: 2.529 -0.112 -2.787
C: 0.726 -0.991 -1.330
C: -0.305 -0.977 -2.443
N: -1.590 -1.157 -2.129
C: -1.996 -1.763 -1.109
O: -3.330 -1.940 -0.797
C: -1.185 -2.027 0.020
C: 0.194 -1.647 -0.020
C: 0.929 -2.452 0.908
C: 2.137 -2.319 1.396
C: 2.514 -2.698 2.629
C: 1.291 -3.419 3.521
C: 0.089 -3.117 3.202
C: -0.211 -2.585 1.834
N: -1.391 -2.644 1.164
C: -2.531 -2.997 1.617
H: -3.442 -2.762 0.935
H: -2.528 -3.922 1.874
H: -2.817 -2.335 2.598
H: -0.884 -3.690 3.767
H: 1.666 -3.784 4.361
H: 3.299 -2.817 3.233
H: 3.011 -2.038 0.866
C: -2.459 -0.919 -3.141
C: -2.761 0.832 -3.412
O: -3.135 1.340 -1.972
C: -4.311 0.990 -1.757
H: -5.013 1.224 -2.641
H: -4.367 -0.185 -1.425
H: -4.694 1.698 -1.150
H: -1.747 1.288 -3.756
H: -3.431 1.005 -4.355
H: -3.383 -1.494 -3.170
H: -1.985 -1.260 -4.125
H: 0.070 -0.483 -3.332
H: 2.085 -0.107 0.313
H: 4.151 0.812 -1.568
H: 4.227 0.993 0.383
H: 2.565 2.798 -1.484
H: 3.547 3.170 0.030
H: 1.573 3.480 0.633
H: 0.971 2.822 3.092
H: 0.117 1.307 2.281
H: 1.526 0.088 3.563
H: 2.593 1.320 4.075
H: 0.802 0.981 4.639

Cartesian forces (eV/Å) of the 2 atoms listed first:
0.698 8.665 0.510
0.909 0.393 4.350

Here are the Löwdin charges for atoms 1 to 4, given in e: -0.02 -0.22 -0.10 -0.43

---

(3)
Molecular formula: C23H31N9OPSm
Method: DFT, ωB97M-V/def2-TZVPD

Properties
Frontier orbital gap (alpha / beta) (eV): 7.1 / 7.1
Energy relative to the best compared isomer or geometry (same formula, charge and spin) (eV): 0.000
2S+1: 6
Net charge: +2
<S²>: 8.7671
E_HOMO (alpha / beta) (Eh): -0.46065 / -0.46109

Geometry (Å):
Sm: -0.536 1.433 -0.535
C: 2.632 -1.208 -4.109
N: 2.420 -0.534 -2.851
C: 3.387 -0.345 -1.901
C: 2.758 0.328 -0.885
N: 1.447 0.546 -1.198
C: 1.241 0.023 -2.390
P: -0.309 0.001 -3.335
C: -1.517 -0.755 -2.210
N: -1.829 -0.378 -0.986
C: -2.785 -1.240 -0.531
C: -3.079 -2.177 -1.488
N: -2.272 -1.863 -2.548
C: -2.245 -2.589 -3.795
C: -0.807 1.744 -3.432
N: -0.985 2.590 -2.437
C: -1.356 3.784 -2.987
C: -1.413 3.685 -4.353
N: -1.064 2.390 -4.627
C: -0.990 1.830 -5.955
H: 3.673 -1.535 -4.178
H: 1.974 -2.079 -4.157
H: 2.417 -0.509 -4.922
H: 4.405 -0.690 -2.018
H: 3.174 0.668 0.054
H: -3.206 -1.137 0.460
H: -3.771 -3.007 -1.498
H: -2.960 -3.416 -3.752
H: -2.524 -1.910 -4.604
H: -1.239 -2.988 -3.947
H: -1.562 4.646 -2.366
H: -1.665 4.404 -5.119
H: -1.253 2.595 -6.690
H: 0.033 1.489 -6.135
H: -1.698 1.001 -6.026
N: 0.720 3.334 0.137
H: 1.269 3.110 0.997
H: 0.076 4.130 0.340
H: 1.377 3.612 -0.626
C: 0.147 0.021 6.050
N: -0.560 -0.405 4.831
N: 0.249 -0.407 3.654
C: -0.426 0.271 2.633
O: -0.132 0.460 1.464
C: -1.716 0.712 3.203
C: -1.727 0.282 4.472
C: -2.835 0.516 5.444
C: 1.315 -1.322 3.469
C: 2.226 -1.150 2.418
C: 3.294 -2.035 2.238
C: 3.458 -3.116 3.099
C: 2.553 -3.314 4.138
C: 1.490 -2.423 4.320
H: 1.060 -0.556 6.222
H: -0.491 -0.126 6.927
H: 0.422 1.080 5.991
H: -2.457 1.261 2.654
H: -3.695 0.994 4.964
H: -2.506 1.166 6.260
H: -3.176 -0.433 5.870
H: 2.137 -0.309 1.735
H: 3.995 -1.875 1.422
H: 4.285 -3.806 2.955
H: 2.666 -4.167 4.802
H: 0.779 -2.624 5.117
H: -2.293 2.317 0.250

Cartesian forces (eV/Å) of the 2 atoms listed first:
-2.060 0.651 2.616
-0.124 -0.253 -0.575

Here are the Löwdin charges for atoms 1 to 4, given in e: 1.38 -0.01 -0.11 0.01

---

(4)
Molecular formula: C23H31O3Si
Method: DFT, ωB97M-V/def2-TZVPD

Properties
Frontier orbital gap (eV): 7.9
Energy relative to the best compared isomer or geometry (same formula, charge and spin) (eV): 0.000
Net charge: +1
E_HOMO (Eh): -0.40802

Geometry (Å):
C: 0.145 2.988 -0.096
C: -0.015 1.618 -0.780
C: -1.267 1.092 -0.125
O: -1.565 1.277 1.116
Si: -3.195 0.813 1.742
C: -2.763 0.714 3.538
C: -4.479 2.131 1.393
C: -3.690 -0.806 1.008
O: -2.227 0.720 -0.932
C: -1.884 1.162 -2.323
C: -0.510 1.735 -2.230
H: 0.933 3.570 -0.596
H: -0.808 3.543 -0.172
H: 0.429 2.859 0.962
H: -3.548 0.179 4.091
H: -1.813 0.185 3.689
H: -2.674 1.721 3.967
H: -5.458 1.796 1.786
H: -4.229 3.081 1.889
H: -4.595 2.310 0.314
H: -4.281 -1.358 1.752
H: -4.317 -0.669 0.120
H: -2.822 -1.418 0.741
H: -1.926 0.271 -2.948
H: -2.624 1.898 -2.639
H: -0.513 2.788 -2.535
H: 0.109 1.203 -2.942
C: 0.872 -3.703 4.296
O: 0.899 -2.265 4.294
C: 0.919 -1.613 3.100
C: 1.193 -0.228 3.155
C: 1.262 0.501 1.988
C: 1.022 -0.103 0.746
C: 1.234 0.771 -0.498
C: 1.964 0.118 -1.694
C: 2.259 0.900 -2.839
C: 2.809 0.325 -3.985
C: 3.228 -1.009 -3.968
C: 3.851 -1.589 -5.198
C: 3.087 -1.745 -2.789
C: 2.480 -1.182 -1.666
C: 0.627 -1.444 0.701
C: 0.619 -2.220 1.858
H: 0.935 -3.973 5.350
H: -0.067 -4.067 3.862
H: 1.728 -4.122 3.750
H: 1.396 0.239 4.119
H: 1.551 1.554 2.040
H: 2.001 1.497 -0.169
H: 2.020 1.973 -2.853
H: 2.920 0.919 -4.901
H: 3.802 -2.679 -5.203
H: 3.367 -1.217 -6.107
H: 4.906 -1.294 -5.241
H: 3.458 -2.767 -2.738
H: 2.433 -1.770 -0.751
H: 0.381 -1.913 -0.258
H: 0.433 -3.293 1.806

Cartesian forces (eV/Å) of the 2 atoms listed first:
0.052 0.591 -0.053
-0.808 0.258 0.028

Here are the Löwdin charges for atoms 1 to 4, given in e: 0.01 -0.32 -0.29 0.02

---

Number 1: E -45743.0105 eV. Number 2: E -39042.8889 eV. Number 3: E -66992.5152 eV. Number 4: E -38369.3572 eV.